A cluster of 2 separate species, H2N2O3S in total at a distorted geometry, computed with ωB97M-V with the def2-TZVPD basis set.

- ΔE to the lowest compared entry with this formula, charge and spin: 453.5 kJ/mol
- F_max: 2.12 eV Å⁻¹
- E_LUMO (spin up / spin down): -2.6574 / -2.6571 eV
- Total energy: -19983.1893 eV
- Frontier orbital gap (spin up / spin down): 0.273 / 0.273 Ha
- HOMO level (spin up / spin down): -10.087 / -10.088 eV

Geometry as ORCA input:
```
! RIJCOSX wB97M-V def2-TZVPD def2/J DEFGRID3
* xyz 0 1
N 1.188 0.219 -0.581
N -1.622 -0.120 0.010
O -1.220 1.060 -0.132
O -2.737 -0.376 0.282
O -0.743 -1.001 -0.206
S 1.920 0.000 0.721
H 0.122 0.656 -0.359
H 3.091 -0.437 0.265
*
```